# C22H42F6N5O2PRhSbSe2Si4Te

C22H42F6N5O2PRhSbSe2Si4Te as an isolated structure (ωB97M-V/def2-TZVPD, the OMol25 dataset).

Summary:
<S²>: 0.761
HOMO-LUMO gap (alpha / beta): 5.98 / 5.69 eV
Charge: +1
2S+1: 2
LUMO level (alpha / beta): -0.1678 / -0.1716 Ha

Each line ends with the Löwdin spin population.
Cartesian coordinates (Å):
Rh1 0.325 -0.195 -0.561  0.03
Se1 1.075 -2.371 0.043  0.02
P1 -1.013 -3.021 -0.198  0.00
Se2 -1.963 -1.121 -0.694  0.00
C1 -1.154 -4.189 -1.561  0.00
C2 -0.149 -5.136 -1.753  0.00
C3 -0.282 -6.087 -2.749  0.00
C4 -1.413 -6.094 -3.555  0.00
C5 -2.408 -5.145 -3.372  0.00
C6 -2.281 -4.189 -2.376  0.00
C7 -1.642 -3.744 1.315  0.00
C8 -1.119 -4.970 1.728  0.00
C9 -1.548 -5.526 2.919  0.00
C10 -2.496 -4.865 3.692  0.00
C11 -3.011 -3.646 3.281  0.00
C12 -2.582 -3.077 2.092  0.00
H1 0.748 -5.120 -1.145  0.00
H2 0.499 -6.819 -2.902  0.00
H3 -1.514 -6.838 -4.333  0.00
H4 -3.286 -5.148 -4.003  0.00
H5 -3.059 -3.449 -2.236  0.00
H6 -0.378 -5.489 1.132  0.00
H7 -1.142 -6.473 3.247  0.00
H8 -2.826 -5.302 4.625  0.00
H9 -3.733 -3.124 3.893  0.00
H10 -2.950 -2.104 1.796  0.00
N1 -0.492 1.839 -0.539  0.00
N2 -0.642 2.254 -1.872  0.00
C13 -0.190 1.468 -2.874  0.00
N3 -0.369 1.898 -4.109  0.00
N4 0.381 0.298 -2.496  0.00
N5 0.914 -0.595 -3.454  0.00
O1 1.423 -1.577 -3.007  0.00
O2 0.819 -0.320 -4.638  0.00
H11 -1.376 1.809 -0.033  0.00
H12 0.153 2.447 -0.028  0.00
H13 -1.100 3.132 -2.063  0.00
H14 -0.817 2.783 -4.277  0.00
H15 -0.026 1.334 -4.874  0.00
F1 -0.435 1.215 1.830  0.00
Sb1 0.045 0.415 3.533  0.00
F2 -0.425 -1.237 2.726  0.00
F3 1.798 0.222 2.782  0.06
F4 0.579 -0.419 5.117  0.00
F5 0.515 2.129 4.138  0.00
F6 -1.735 0.634 4.086  0.00
C14 5.667 4.898 2.114  0.00
Si1 4.176 3.765 1.955  0.01
C15 2.782 4.661 1.070  0.00
C16 3.607 3.144 3.624  0.00
Si2 4.895 1.919 0.655  0.06
Te1 2.732 0.676 0.059  0.70
Si3 5.545 2.426 -1.576  0.04
C17 5.592 0.870 -2.623  0.01
C18 4.319 3.643 -2.319  0.00
C19 7.251 3.199 -1.492  0.01
Si4 6.198 0.270 1.757  0.00
C20 5.324 -0.272 3.317  0.00
C21 6.483 -1.172 0.595  0.00
C22 7.821 1.127 2.163  0.00
H16 5.415 5.751 2.747  0.00
H17 5.982 5.289 1.145  0.00
H18 6.519 4.392 2.571  0.00
H19 2.338 5.411 1.728  0.00
H20 1.996 3.962 0.777  0.00
H21 3.137 5.168 0.171  0.00
H22 3.059 3.932 4.146  0.00
H23 4.454 2.860 4.251  0.00
H24 2.945 2.280 3.541  0.00
H25 4.657 0.308 -2.568  0.01
H26 6.397 0.202 -2.315  0.00
H27 5.763 1.135 -3.669  0.00
H28 3.290 3.301 -2.190  0.00
H29 4.509 3.756 -3.389  0.00
H30 4.405 4.629 -1.861  0.00
H31 7.994 2.491 -1.124  0.00
H32 7.273 4.080 -0.849  0.00
H33 7.561 3.511 -2.492  0.00
H34 4.287 -0.557 3.128  0.00
H35 5.320 0.519 4.068  0.00
H36 5.840 -1.134 3.747  0.00
H37 5.540 -1.549 0.195  0.00
H38 6.975 -1.991 1.122  0.00
H39 7.118 -0.886 -0.244  0.00
H40 7.678 1.952 2.862  0.00
H41 8.319 1.516 1.274  0.00
H42 8.500 0.413 2.636  0.00

---

# C2H3F2N

C2H3F2N in the gas phase (ωB97M-V/def2-TZVPD, the OMol25 dataset).

Summary:
SMILES: F[C@@H]1CN1F
HOMO-LUMO gap: 11.05 eV
LUMO level: 0.0228 Ha

Each line ends with the Löwdin charge.
Cartesian coordinates (Å):
F1 0.234 -1.688 -0.991  0.04
C1 0.410 -0.534 -0.295  -0.45
C2 -0.461 -0.195 0.850  0.11
N1 -0.350 0.555 -0.807  0.04
F2 0.423 1.681 -0.700  -0.08
H1 1.563 -0.252 -0.275  0.19
H2 -1.539 -0.292 0.876  0.09
H3 -0.281 0.724 1.341  0.07

---

# C8H13ClO4Sr

C8H13ClO4Sr as an isolated structure (ωB97M-V/def2-TZVPD, the OMol25 dataset).

Summary:
HOMO-LUMO gap (alpha / beta): 7.51 / 4.99 eV
LUMO level (alpha / beta): -0.0041 / 0.0047 Ha

Each line ends with the Löwdin charge.
Cartesian coordinates (Å):
C1 0.657 -1.377 -0.556  -0.23
C2 0.262 1.775 -0.465  -0.11
C3 -0.526 -1.445 -1.472  -0.08
H1 1.141 -2.364 -0.696  0.09
C4 -0.918 1.456 0.072  -0.14
H2 0.753 2.693 -0.116  0.11
H3 -0.706 -2.406 -1.958  0.10
H4 -1.301 2.089 0.880  0.10
C5 -1.529 -0.418 -1.604  -0.23
H5 -2.458 -0.941 -1.901  0.12
H6 -1.318 0.298 -2.414  0.11
C6 1.681 -0.301 -0.975  -0.20
H7 2.288 -0.717 -1.793  0.11
H8 2.380 -0.093 -0.151  0.08
C7 1.067 1.020 -1.472  -0.20
H9 0.507 0.838 -2.397  0.10
H10 1.911 1.676 -1.744  0.11
C8 -1.859 0.367 -0.294  -0.18
H11 -2.862 0.809 -0.416  0.12
H12 -1.961 -0.348 0.541  0.11
Sr1 1.928 -1.543 2.884  1.18
H13 0.582 -1.327 0.657  0.06
O1 0.607 -0.246 4.389  -0.48
Cl1 0.008 0.100 3.093  0.63
O2 -1.076 1.017 3.167  -0.24
O3 1.132 0.596 2.252  -0.50
O4 -0.390 -1.209 2.489  -0.52

---

# C9H14

A 2-piece molecular cluster, C9H14 overall (ωB97M-V/def2-TZVPD, the OMol25 dataset).

Summary:
SMILES: Cc1ccccc1.CC
HOMO-LUMO gap: 10.16 eV
LUMO level: 0.0382 Ha

Each line ends with the Löwdin charge.
Cartesian coordinates (Å):
C1 -2.319 -1.288 -1.063  -0.04
C2 -0.930 -0.675 -1.051  -0.29
C3 0.141 -1.352 -0.509  -0.09
C4 1.435 -0.868 -0.510  -0.09
C5 1.665 0.395 -1.045  -0.10
C6 0.589 1.074 -1.586  -0.10
C7 -0.720 0.619 -1.509  -0.05
H1 -3.012 -0.635 -0.520  0.08
H2 -2.387 -2.157 -0.413  0.07
H3 -2.672 -1.316 -2.091  0.08
H4 0.005 -2.362 -0.127  0.11
H5 2.240 -1.350 0.026  0.10
H6 2.666 0.783 -1.173  0.10
H7 0.798 2.088 -1.922  0.10
H8 -1.521 1.274 -1.824  0.11
C8 -0.397 0.540 2.739  -0.16
C9 0.925 1.268 3.026  -0.16
H9 -0.609 -0.309 3.381  0.06
H10 -1.256 1.177 2.554  0.06
H11 -0.281 0.059 1.752  0.04
H12 1.714 0.778 2.459  0.05
H13 0.864 2.260 2.566  0.06
H14 1.110 1.405 4.087  0.06

---

# C3H4N3O2

An isolated ion of composition C3H4N3O2 and charge +1 (ωB97M-V/def2-TZVPD, the OMol25 dataset).

Summary:
<S²>: 2.028
HOMO-LUMO gap (alpha / beta): 6.78 / 8.18 eV
Charge: +1
2S+1: 3
LUMO level (alpha / beta): -0.2212 / -0.2564 Ha

Each line ends with the Löwdin spin population.
Cartesian coordinates (Å):
C1 -1.160 -0.776 -0.038  0.13
C2 0.079 -1.383 0.047  -0.03
C3 -0.484 1.491 0.230  0.55
N1 -1.325 0.647 -0.148  0.17
N2 1.308 -0.729 0.102  0.20
N3 1.331 0.687 -0.048  0.20
O1 2.254 1.409 -0.021  0.23
O2 2.364 -1.244 -0.144  0.52
H1 -2.172 -1.217 -0.016  0.01
H2 0.302 -2.358 0.322  0.00
H3 -0.295 2.634 0.289  0.02
H4 -2.203 0.840 -0.577  0.02

---

# C20H34F11MnNO6SbSi3Te

C20H34F11MnNO6SbSi3Te as an isolated structure (ωB97M-V/def2-TZVPD, the OMol25 dataset).

Summary:
<S²>: 6.067
HOMO-LUMO gap (alpha / beta): 6.94 / 7.02 eV
2S+1: 5
LUMO level (alpha / beta): -0.0623 / -0.0800 Ha

Each line ends with the Löwdin spin population.
Cartesian coordinates (Å):
Mn1 -0.195 0.359 -2.144  2.77
O1 0.415 3.848 0.254  0.00
C1 0.468 2.754 -0.485  0.00
O2 -0.145 1.733 -0.229  0.04
C2 1.340 2.842 -1.677  0.00
C3 2.183 3.876 -2.017  0.00
C4 2.895 3.767 -3.213  0.00
C5 2.712 2.669 -4.028  0.00
C6 1.817 1.691 -3.615  0.00
N1 1.198 1.775 -2.459  -0.03
C7 1.351 0.516 -4.429  0.00
O3 1.845 0.223 -5.481  -0.01
O4 0.330 -0.110 -3.861  -0.03
H1 -0.224 3.707 0.970  0.00
H2 2.271 4.741 -1.377  0.00
H3 3.565 4.562 -3.512  0.00
H4 3.198 2.560 -4.987  0.00
C8 3.435 -1.564 -1.782  0.00
C9 1.946 -1.877 -1.594  0.01
O5 1.218 -0.748 -1.325  0.07
C10 1.456 -2.692 -2.837  0.00
F1 1.993 -2.228 -3.968  0.00
F2 0.133 -2.687 -2.960  0.00
F3 1.843 -3.984 -2.747  0.00
C11 1.785 -2.828 -0.376  0.01
F4 2.655 -3.846 -0.337  0.00
F5 1.969 -2.160 0.786  0.01
F6 0.545 -3.348 -0.316  0.01
H5 3.534 -0.838 -2.587  0.00
H6 4.018 -2.449 -2.034  0.00
H7 3.822 -1.125 -0.863  0.00
F7 -1.376 -0.810 -1.481  0.09
Te1 -2.016 1.990 -4.594  0.02
F8 -2.658 3.007 -6.088  0.01
F9 -0.228 2.865 -4.796  0.00
F10 -3.833 1.572 -4.066  0.00
F11 -2.360 3.566 -3.644  0.00
O6 -1.377 1.474 -2.620  0.17
C12 -2.057 -2.673 4.103  0.03
Si1 -1.209 -2.983 2.453  0.06
C13 0.336 -3.974 2.780  0.00
C14 -2.334 -3.816 1.216  0.00
Sb1 -0.702 -0.650 1.445  0.60
Si2 1.296 0.570 2.566  0.05
C15 1.883 -0.562 3.930  0.01
C16 2.654 0.941 1.343  0.00
C17 0.662 2.177 3.302  0.01
Si3 -2.965 0.648 1.357  0.05
C18 -2.804 2.251 2.316  0.01
C19 -3.493 0.949 -0.398  0.00
C20 -4.190 -0.417 2.286  0.01
H8 -1.851 -3.524 4.757  0.00
H9 -3.137 -2.591 3.989  0.00
H10 -1.699 -1.776 4.609  0.00
H11 0.030 -4.874 3.322  0.00
H12 1.044 -3.438 3.412  0.00
H13 0.844 -4.282 1.869  0.00
H14 -1.755 -4.473 0.566  0.00
H15 -2.853 -3.104 0.573  0.00
H16 -3.085 -4.418 1.733  0.00
H17 2.257 -1.503 3.525  0.00
H18 1.095 -0.780 4.654  0.00
H19 2.707 -0.078 4.463  0.00
H20 3.421 0.169 1.371  0.00
H21 3.117 1.897 1.604  0.00
H22 2.278 0.979 0.320  0.00
H23 -0.389 2.150 3.580  0.00
H24 0.823 3.008 2.613  0.00
H25 1.237 2.394 4.206  0.00
H26 -2.070 2.943 1.904  0.00
H27 -2.578 2.088 3.370  0.00
H28 -3.779 2.745 2.259  0.00
H29 -2.802 0.551 -1.141  0.00
H30 -3.593 2.020 -0.587  0.00
H31 -4.469 0.487 -0.564  0.00
H32 -3.924 -0.541 3.336  0.00
H33 -4.315 -1.402 1.835  0.00
H34 -5.159 0.090 2.242  0.00

---

Let's list relative energy (zero: lowest compared OMol25 entry of this formula, charge and spin) in order: 175.2, 341.0, 223.9, 54.6, 342.6, 273.9 kJ/mol.